Formula: C37H55N2O18PS
Source: OMol25
Level of theory: ωB97M-V/def2-TZVPD

Structure (XYZ):
```
114
Properties=species:S:1:pos:R:3
C 2.582 3.757 -3.583
C 1.083 3.346 -4.007
C 0.982 1.823 -4.571
C 0.601 0.879 -3.324
C 1.205 -0.640 -3.472
C 2.263 -0.800 -2.245
C 1.787 -0.676 -0.750
P 0.004 -0.351 -0.232
C -1.058 -1.837 -0.838
C -2.599 -1.711 -0.405
C -0.220 -0.368 1.647
C 0.170 1.011 2.386
C 2.876 -0.796 0.407
C 4.402 -1.040 0.118
C 5.393 -1.092 1.368
C 6.163 -2.489 1.569
C 7.660 -2.421 0.919
C 8.098 -3.916 0.513
C 4.799 -1.174 -1.390
N 6.133 -1.403 -1.899
S 6.015 -1.509 -3.610
N 4.355 -1.240 -3.956
C 3.788 -1.075 -2.624
H 3.239 2.847 -3.304
H 2.503 4.417 -2.653
H 3.099 4.381 -4.409
H 0.426 3.449 -3.069
H 0.663 4.083 -4.795
H 1.937 1.501 -5.122
H 0.137 1.778 -5.367
H 1.026 1.396 -2.377
H -0.543 0.811 -3.146
H 1.849 -0.629 -4.419
H 0.394 -1.442 -3.464
H -0.631 -2.817 -0.393
H -1.010 -1.950 -1.975
H -3.175 -2.533 -0.988
H -3.072 -0.709 -0.722
H -2.786 -1.891 0.722
H 0.441 -1.209 2.083
H -1.304 -0.625 1.935
H 1.181 0.907 2.945
H 0.134 1.922 1.695
H -0.604 1.218 3.226
H 2.530 -0.699 1.488
H 6.142 -0.207 1.369
H 4.740 -0.935 2.312
H 5.576 -3.417 1.254
H 6.347 -2.598 2.709
H 7.736 -1.668 0.059
H 8.348 -2.014 1.762
H 8.854 -3.861 -0.341
H 8.640 -4.398 1.415
H 7.176 -4.556 0.301
C -5.739 2.014 -0.557
C -6.337 2.612 -1.793
O -5.238 2.652 -2.694
C -4.350 1.705 -2.285
O -3.391 1.359 -2.917
O -4.692 1.198 -1.067
H -6.457 1.415 0.007
H -5.307 2.768 0.108
H -7.123 1.985 -2.223
H -6.736 3.611 -1.621
C -8.352 7.672 -0.623
C -6.923 7.455 -1.014
O -6.862 6.053 -1.239
C -8.125 5.640 -1.529
O -8.402 4.543 -1.935
O -9.034 6.626 -1.303
H -8.727 8.648 -0.936
H -8.514 7.558 0.453
H -6.659 7.973 -1.940
H -6.226 7.753 -0.230
C -3.476 -6.256 1.643
C -2.044 -5.945 1.332
O -1.997 -4.528 1.423
C -3.025 -4.144 2.229
O -3.174 -3.032 2.649
O -3.859 -5.186 2.495
H -3.594 -7.216 2.147
H -4.110 -6.243 0.752
H -1.353 -6.369 2.067
H -1.751 -6.280 0.335
C -12.855 6.947 -3.956
C -11.487 6.376 -4.173
O -10.666 7.529 -4.269
C -11.315 8.536 -3.619
O -10.828 9.602 -3.365
O -12.587 8.174 -3.294
H -13.484 6.303 -3.340
H -13.374 7.158 -4.895
H -11.148 5.770 -3.327
H -11.426 5.778 -5.084
C 10.540 -3.463 3.900
C 10.257 -4.932 3.832
O 10.954 -5.446 4.958
C 11.089 -4.423 5.846
O 11.482 -4.551 6.971
O 10.720 -3.235 5.290
H 9.717 -2.861 3.511
H 11.460 -3.188 3.374
H 9.192 -5.159 3.941
H 10.623 -5.385 2.908
C 3.622 -4.363 6.177
C 3.022 -3.762 4.943
O 4.120 -3.712 4.044
C 5.013 -4.659 4.449
O 5.977 -5.000 3.818
O 4.672 -5.171 5.664
H 2.906 -4.968 6.737
H 4.050 -3.610 6.845
H 2.238 -4.391 4.510
H 2.618 -2.764 5.120
```

## Properties
2S+1 = 1
SMILES = CCCCCc1c(P(CC)CC)cc(CCCC)c2nsnc12.O=C1OCCO1.O=C1OCCO1.O=C1OCCO1.O=C1OCCO1.O=C1OCCO1.O=C1OCCO1
gap between HOMO and LUMO = 6.471 eV

***

Formula: C37H55N7O13
Source: OMol25
Level of theory: ωB97M-V/def2-TZVPD

Structure (XYZ):
```
112
Properties=species:S:1:pos:R:3
C 3.096 -4.454 -2.416
C 2.074 -3.423 -1.653
C 2.808 -2.253 -1.002
C 3.306 -1.319 -2.112
C 2.071 -0.784 -2.937
C 1.166 -1.843 -3.552
N 0.952 -2.964 -2.683
O 0.088 -3.749 -2.871
C 1.685 -2.357 -5.032
C -0.220 -1.177 -3.697
C 1.379 -4.227 -0.593
H 2.516 -5.363 -2.849
H 3.805 -4.651 -1.689
H 3.467 -4.218 -3.347
H 3.568 -2.620 -0.425
H 2.099 -1.517 -0.577
H 4.174 -1.770 -2.642
H 3.671 -0.457 -1.547
H 2.407 -0.269 -3.737
H 1.545 -0.273 -2.272
H 2.603 -2.791 -4.943
H 1.793 -1.422 -5.592
H 1.065 -3.106 -5.586
H -0.190 -0.325 -4.309
H -0.672 -0.846 -2.873
H -1.121 -1.547 -4.286
H 0.601 -4.888 -1.022
H 0.736 -3.606 0.099
H 2.111 -4.830 0.206
C -0.648 -0.194 0.366
O 0.455 0.115 -0.195
O -1.087 0.778 1.206
O -1.198 -1.293 0.197
H -0.696 1.652 1.018
C -5.062 2.754 0.662
C -6.531 2.384 0.803
C -6.869 0.928 0.938
C -5.688 -0.115 0.939
C -4.261 0.346 0.794
C -4.055 1.848 0.492
N -6.001 -1.611 0.956
O -7.318 -1.882 1.041
O -5.081 -2.417 0.860
H -4.769 3.915 0.709
H -7.274 3.276 0.807
H -7.797 0.518 1.183
H -3.445 -0.418 0.881
H -2.919 2.116 0.324
C -2.265 -5.566 0.093
C -2.073 -6.491 -1.071
C -2.426 -6.088 -2.477
C -2.813 -4.625 -2.751
C -2.656 -3.657 -1.559
C -2.474 -4.184 -0.131
N -3.089 -4.074 -4.192
O -3.562 -2.895 -4.226
O -2.951 -4.802 -5.062
H -2.038 -5.785 1.175
H -1.734 -7.361 -0.906
H -2.513 -6.977 -3.033
H -2.918 -2.539 -1.539
H -2.287 -3.529 0.726
C 2.691 7.437 2.996
C 1.219 7.877 2.885
C 0.193 6.852 2.286
C 0.816 5.557 1.888
C 2.267 5.108 2.124
C 3.201 6.182 2.662
N -0.088 4.509 1.238
O 0.169 3.295 1.286
O -1.072 4.919 0.668
H 3.368 8.140 3.431
H 0.896 8.808 3.144
H -0.955 7.053 2.243
H 2.607 4.102 1.837
H 4.143 5.929 3.148
C 5.190 1.821 2.367
O 4.752 2.996 2.229
N 4.490 0.758 1.879
C 4.908 -0.591 2.102
C 3.182 0.971 1.178
H 5.995 1.568 3.038
H 5.847 -0.764 2.190
H 4.417 -1.187 1.298
H 4.460 -0.979 2.895
H 3.273 0.721 0.033
H 2.718 2.157 1.185
H 2.340 0.619 1.684
C -1.805 -0.328 6.465
O -1.972 0.886 6.408
N -1.977 -1.058 5.249
C -1.960 -2.514 5.301
C -2.344 -0.372 3.934
H -1.492 -1.065 7.399
H -2.702 -2.826 5.943
H -0.879 -2.778 5.571
H -1.943 -3.098 4.355
H -2.412 -0.859 2.960
H -1.886 0.646 4.119
H -3.395 -0.160 3.928
C 2.084 5.162 -1.640
O 2.106 6.301 -2.051
N 1.511 4.193 -2.201
C 1.544 2.705 -1.808
C 0.799 4.452 -3.530
H 2.655 4.952 -0.850
H 2.502 2.214 -2.411
H 0.621 2.200 -1.958
H 1.547 2.566 -0.694
H 0.685 5.499 -3.579
H -0.268 4.100 -3.593
H 1.417 4.241 -4.318
```

## Properties
2S+1 = 1
gap between HOMO and LUMO = 5.097 eV
relative energy (zero: lowest compared OMol25 entry of this formula, charge and spin) = 0.0000 eV

***

Formula: C37H56CuF6N8OP
Source: OMol25
Level of theory: ωB97M-V/def2-TZVPD

Structure (XYZ):
```
110
Properties=species:S:1:pos:R:3
C -1.843 1.441 -3.657
C -0.722 2.430 -3.698
C 0.284 2.150 -2.518
N 1.634 2.975 -2.460
C 2.274 2.702 -1.042
C 3.719 3.314 -0.987
C 4.556 2.737 -2.132
C 3.989 3.085 -3.511
C 2.521 2.593 -3.660
C 1.286 4.493 -2.521
H -2.509 1.458 -4.519
H -2.520 1.539 -2.808
H -1.410 0.452 -3.504
H -1.167 3.422 -3.780
H -0.218 2.343 -4.660
H 0.634 1.121 -2.430
H -0.276 2.445 -1.631
H 2.380 1.620 -0.963
H 1.615 3.120 -0.281
H 4.084 3.069 0.010
H 3.715 4.403 -0.944
H 4.463 1.651 -2.166
H 5.599 3.046 -2.077
H 4.591 2.636 -4.302
H 4.020 4.140 -3.783
H 2.529 1.533 -3.917
H 1.978 3.018 -4.504
H 2.196 5.091 -2.480
H 0.631 4.891 -1.747
H 0.840 4.715 -3.491
Cu -2.804 -3.347 1.838
O -3.892 -3.028 -0.320
H -3.416 -2.270 -0.712
P -0.318 -0.512 1.401
F 0.771 -1.469 0.635
F -0.758 -0.024 -0.150
F -1.484 -1.694 1.400
F -1.460 0.415 2.116
F 0.211 -1.087 2.795
F 0.753 0.696 1.371
N -0.983 -4.428 3.736
C -1.968 -5.294 3.432
C -1.659 -5.801 2.163
C -0.520 -5.132 1.671
C -0.151 -4.236 2.646
H -0.900 -4.001 4.647
H -2.666 -5.636 4.183
H -2.211 -6.618 1.721
H 0.023 -5.312 0.755
H 0.731 -3.613 2.606
N 2.747 0.862 3.264
C 3.644 0.535 4.244
C 4.752 1.454 4.246
C 4.474 2.403 3.233
C 3.298 1.976 2.654
H 1.940 0.386 2.888
H 3.299 -0.279 4.864
H 5.570 1.442 4.951
H 5.042 3.263 2.909
H 2.726 2.419 1.853
N -1.902 -4.083 -1.911
C -0.573 -3.730 -1.868
C 0.094 -4.194 -3.053
C -0.915 -4.759 -3.849
C -2.139 -4.766 -3.129
H -2.576 -3.942 -1.172
H -0.202 -3.287 -0.956
H 1.141 -4.083 -3.293
H -0.798 -5.080 -4.873
H -3.100 -5.233 -3.285
N -3.613 0.264 0.097
C -4.348 0.246 1.268
C -5.645 0.716 0.949
C -5.690 0.801 -0.432
C -4.443 0.448 -0.985
H -2.618 0.092 0.062
H -3.817 -0.113 2.138
H -6.450 0.925 1.638
H -6.559 1.091 -1.005
H -4.157 0.447 -2.027
N -3.266 -2.587 5.144
C -2.327 -1.597 5.082
C -1.313 -1.893 6.023
C -1.599 -3.100 6.558
C -2.789 -3.495 6.023
H -4.050 -2.624 4.508
H -2.393 -0.834 4.321
H -0.498 -1.225 6.260
H -0.971 -3.649 7.243
H -3.205 -4.488 5.941
N -1.742 3.295 1.491
C -2.435 3.712 0.361
C -1.705 4.742 -0.158
C -0.587 4.977 0.550
C -0.633 4.075 1.521
H -2.001 2.530 2.098
H -3.261 3.108 0.016
H -1.944 5.269 -1.070
H 0.149 5.748 0.377
H 0.034 3.893 2.351
N 3.689 -1.113 -2.180
C 2.318 -1.223 -2.322
C 2.033 -1.417 -3.674
C 3.265 -1.527 -4.380
C 4.277 -1.193 -3.425
H 4.163 -1.062 -1.290
H 1.627 -1.234 -1.493
H 1.090 -1.550 -4.183
H 3.375 -1.820 -5.414
H 5.356 -1.184 -3.466
```

## Properties
2S+1 = 2
charge = +1
gap between HOMO and LUMO (spin up / spin down) = 7.375 / 3.398 eV
<S²> = 0.76

***

Formula: C37H56N6O5S
Source: OMol25
Level of theory: ωB97M-V/def2-TZVPD

Structure (XYZ):
```
105
Properties=species:S:1:pos:R:3
C 1.168 -2.326 2.997
C 0.966 -1.613 1.656
S 0.942 -2.773 0.256
C -0.848 -3.094 0.066
C -1.734 -1.870 0.032
C -2.921 -1.804 0.645
C -3.564 -2.895 1.463
C -4.998 -3.089 0.968
O -5.285 -2.983 -0.189
O -5.956 -3.478 1.892
C -6.143 -2.604 2.977
C -6.880 -1.307 2.756
O -5.767 -2.934 4.062
C -3.726 -0.532 0.533
O -4.326 -0.062 1.468
C -3.679 0.107 -0.828
C -2.508 0.050 -1.449
C -1.350 -0.619 -0.752
O -0.241 -0.158 -0.784
H 1.009 -1.645 3.836
H 0.492 -3.181 3.071
H 2.190 -2.685 3.080
H 0.079 -0.984 1.666
H 1.822 -0.960 1.482
H -1.124 -3.727 0.906
H -0.993 -3.690 -0.836
H -3.568 -2.668 2.531
H -3.087 -3.863 1.333
H -6.646 -0.672 3.602
H -7.959 -1.483 2.760
H -6.640 -0.831 1.808
H -4.562 0.568 -1.249
H -2.365 0.468 -2.436
C 5.481 -5.650 3.282
C 6.149 -4.844 4.390
C 5.199 -3.839 5.050
C 4.702 -2.866 4.070
N 4.312 -2.118 3.290
H 5.145 -5.006 2.468
H 6.181 -6.372 2.860
H 4.618 -6.199 3.661
H 7.012 -4.314 3.983
H 6.524 -5.523 5.157
H 5.709 -3.295 5.846
H 4.344 -4.354 5.491
C 2.676 3.176 -0.892
C 3.384 1.849 -1.137
C 2.537 0.639 -0.709
C 2.240 0.701 0.727
N 2.023 0.748 1.854
H 2.474 3.324 0.171
H 3.284 4.011 -1.230
H 1.726 3.214 -1.426
H 4.333 1.838 -0.598
H 3.620 1.758 -2.200
H 3.065 -0.293 -0.910
H 1.591 0.612 -1.252
C 1.709 1.149 -6.343
C 1.707 2.479 -5.595
C 1.097 2.383 -4.196
C -0.300 1.940 -4.236
N -1.379 1.550 -4.267
H 0.695 0.785 -6.517
H 2.187 1.259 -7.316
H 2.254 0.385 -5.784
H 1.163 3.220 -6.183
H 2.730 2.838 -5.494
H 1.136 3.352 -3.698
H 1.657 1.672 -3.586
C 5.996 4.485 -6.903
C 6.821 4.829 -5.667
C 6.496 3.933 -4.467
C 5.087 4.069 -4.078
N 3.981 4.175 -3.789
H 4.930 4.632 -6.725
H 6.279 5.123 -7.740
H 6.152 3.447 -7.203
H 6.651 5.873 -5.398
H 7.882 4.727 -5.899
H 7.116 4.201 -3.610
H 6.689 2.887 -4.707
C -10.946 -3.161 -0.570
C -9.546 -3.274 -1.161
C -8.611 -2.150 -0.702
C -9.129 -0.837 -1.109
N -9.544 0.186 -1.427
H -11.440 -2.241 -0.887
H -11.568 -3.995 -0.896
H -10.914 -3.172 0.522
H -9.611 -3.269 -2.250
H -9.106 -4.229 -0.870
H -7.619 -2.282 -1.132
H -8.508 -2.161 0.383
C 1.975 3.692 6.182
C 0.886 3.645 5.115
C 1.430 3.859 3.699
C 2.073 5.175 3.577
N 2.573 6.205 3.482
H 2.459 4.669 6.214
H 1.551 3.504 7.169
H 2.740 2.937 5.994
H 0.132 4.404 5.335
H 0.387 2.676 5.151
H 0.623 3.800 2.969
H 2.161 3.088 3.451
```

## Properties
2S+1 = 1
SMILES = CCSCC1=C(CC(=O)OC(C)=O)C(=O)C=CC1=O.CCCC#N.CCCC#N.CCCC#N.CCCC#N.CCCC#N.CCCC#N
gap between HOMO and LUMO = 7.439 eV